Formula: C11H9AgF6N6O4S2Se
Source: the OMol25 dataset
Level of theory: ωB97M-V/def2-TZVPD

The geometry in XYZ format:
```
40
C11H9AgF6N6O4S2Se ωB97M-V/def2-TZVPD
Ag -0.006 -0.836 -0.365
F 3.198 2.689 -2.037
C 3.660 1.978 -1.016
F 3.944 2.788 -0.009
F 4.761 1.333 -1.389
S 2.448 0.696 -0.484
O 2.121 -0.070 -1.648
O 2.997 0.083 0.676
N 1.223 1.712 0.046
S -2.695 0.785 -0.004
O -3.119 1.032 -1.393
O -2.186 -0.636 0.222
C -4.326 0.613 0.880
F -4.152 0.127 2.122
F -4.902 1.819 0.998
F -5.171 -0.193 0.232
Se -0.992 2.978 -2.902
N -1.035 4.091 -1.494
C -0.336 3.548 -0.541
C -0.260 4.148 0.788
C -0.068 3.444 1.903
C 0.051 1.989 1.988
N 0.609 1.149 1.211
C 0.335 2.322 -0.900
N 0.143 1.855 -2.083
H -0.455 5.211 0.848
H -0.114 3.946 2.861
H -0.392 1.519 2.862
C -1.409 -3.938 0.432
C 0.005 -3.968 -0.027
N 0.700 -2.948 -0.482
C 1.959 -3.419 -0.793
C 2.018 -4.747 -0.531
N 0.771 -5.082 -0.046
H -1.796 -2.920 0.388
H -1.493 -4.292 1.460
H -2.037 -4.569 -0.199
H 2.722 -2.770 -1.185
H 2.805 -5.470 -0.639
H 0.473 -5.995 0.250
```

Calculated values
* orbital gap: 7.28 eV
* relative energy (zero: lowest compared OMol25 entry of this formula, charge and spin): 60.2 kcal per mole
* 2S+1: 1
* E_HOMO: -8.08 eV
* net charge: 0